P | # C4H11NO

A cluster of 2 separate species, C4H11NO in total (the ωB97M-V functional and the def2-TZVPD basis, OMol25).

```
17
Properties=species:S:1:pos:R:3
C -1.65 0.64 0.32
C -1.04 1.72 -0.53
C 0.25 2.39 -0.06
C 0.40 2.91 1.13
N -1.93 -0.42 -0.76
H -2.66 0.90 0.91
H -0.93 0.22 1.01
H -1.76 2.38 -0.83
H -0.57 1.16 -1.33
H 1.13 2.38 -0.75
H -0.33 3.19 1.81
H 1.46 3.43 1.28
H -2.63 -1.00 -0.51
H -2.12 -0.01 -1.60
H 4.02 -5.40 -0.56
H 2.81 -6.02 -0.28
O 3.42 -5.54 0.12
```

**Kohn-Sham gap (alpha / beta)**: 10.10 / 4.18 eV
**⟨S²⟩**: 0.7543
**HOMO (alpha / beta)**: -0.4992 / -0.4992 Eh
**E_LUMO (alpha / beta)**: -3.48 / -9.40 eV
**Net charge**: +1
**2S+1**: 2
**Molar mass**: 89.14 g mol⁻¹

Q | # C4H11NO

A structure of composition C4H11NO (the ωB97M-V functional and the def2-TZVPD basis, OMol25).

```
17
Properties=species:S:1:pos:R:3
C -1.46 -2.10 -0.72
C -1.32 -0.77 0.06
N -0.03 -0.22 -0.16
C 0.70 0.55 0.80
C 1.31 1.85 0.19
O 2.42 2.28 0.76
H -1.34 -1.99 -1.80
H -0.60 -2.75 -0.53
H -2.43 -2.56 -0.56
H -2.19 -0.13 -0.18
H -1.49 -0.92 1.13
H -0.02 0.27 -1.06
H 0.39 0.84 1.82
H 1.56 -0.10 1.08
H 0.43 2.51 0.08
H 1.37 1.65 -0.93
H 2.71 1.60 0.03
```

**Kohn-Sham gap (alpha / beta)**: 12.03 / 6.94 eV
**⟨S²⟩**: 0.7545
**HOMO (alpha / beta)**: -0.5615 / -0.5610 Eh
**E_LUMO (alpha / beta)**: -3.25 / -8.32 eV
**Net charge**: +1
**2S+1**: 2
**Molar mass**: 89.14 g mol⁻¹

Relative energies with respect to the most stable structure, expressed in kcal/mol: P 13.9; Q 0.0.

P | # C4H11NO

The ion C4H11NO with charge +1 (the ωB97M-V functional and the def2-TZVPD basis, OMol25).

```
17
Properties=species:S:1:pos:R:3
C 0.00 -0.40 1.56
C -0.12 0.75 0.53
C -1.48 0.97 0.00
N 0.77 0.59 -0.64
C 0.56 -0.53 -1.56
O 1.02 -1.83 -0.94
H 1.03 -0.76 1.58
H -0.25 0.05 2.52
H -0.71 -1.18 1.44
H 0.33 1.74 1.03
H -1.23 1.53 -0.98
H -1.96 0.03 -0.37
H -2.16 1.57 0.60
H 1.74 0.49 -0.34
H -0.44 -0.95 -1.86
H 1.23 -0.32 -2.38
H 1.67 -1.77 -0.20
```

**Kohn-Sham gap (alpha / beta)**: 12.74 / 7.15 eV
**⟨S²⟩**: 0.7565
**HOMO (alpha / beta)**: -0.5938 / -0.5886 Eh
**E_LUMO (alpha / beta)**: -3.41 / -8.87 eV
**Net charge**: +1
**2S+1**: 2
**Molar mass**: 89.14 g mol⁻¹

Q | # C4H11NO

The ion C4H11NO with charge +1 (the ωB97M-V functional and the def2-TZVPD basis, OMol25).

```
17
Properties=species:S:1:pos:R:3
C 1.64 0.28 0.48
O 1.99 0.86 1.68
C 0.19 -0.29 0.38
C -0.29 -0.48 -1.06
C -1.79 -0.75 -1.05
N -0.74 0.68 1.04
H 1.81 0.90 -0.41
H 2.32 -0.55 0.22
H 2.47 1.69 1.61
H 0.12 -1.23 0.93
H -0.25 0.46 -1.61
H 0.30 -1.19 -1.64
H -1.99 -1.21 -2.05
H -2.31 0.22 -1.10
H -2.30 -1.48 -0.43
H -0.50 1.67 0.98
H -0.67 0.42 2.03
```

**Kohn-Sham gap (alpha / beta)**: 12.11 / 6.45 eV
**⟨S²⟩**: 0.7548
**HOMO (alpha / beta)**: -0.5672 / -0.5644 Eh
**E_LUMO (alpha / beta)**: -3.33 / -8.91 eV
**Net charge**: +1
**2S+1**: 2
**Molar mass**: 89.14 g mol⁻¹

R | # C4H11NO

A cluster of 2 separate species, C4H11NO in total (the ωB97M-V functional and the def2-TZVPD basis, OMol25).

```
17
Properties=species:S:1:pos:R:3
C -1.61 -1.28 -0.96
C -0.17 -1.47 -1.41
H -2.24 -0.82 -1.74
H -2.11 -2.23 -0.70
H -1.66 -0.60 -0.11
H 0.47 -1.55 -0.53
H 0.15 -0.55 -1.89
H 0.03 -2.26 -2.12
C 0.15 0.56 1.71
C 0.53 1.38 0.52
O -0.17 1.80 -0.36
N 1.87 1.83 0.52
H -0.06 -0.47 1.39
H -0.78 0.92 2.11
H 2.20 2.42 -0.26
H 2.49 1.81 1.34
H 0.92 0.51 2.48
```

**Kohn-Sham gap (alpha / beta)**: 10.64 / 5.44 eV
**⟨S²⟩**: 0.7603
**HOMO (alpha / beta)**: -0.5595 / -0.5593 Eh
**E_LUMO (alpha / beta)**: -4.59 / -9.78 eV
**Net charge**: +1
**2S+1**: 2
**Molar mass**: 89.14 g mol⁻¹

Relative energies with respect to the most stable structure, expressed in kcal/mol: P 19.1; Q 8.0; R 0.0.